1.
{"formula": "C29H67CsN5O4PSSi5Te", "method": "ωB97M-V/def2-TZVPD", "charge": -2, "e_above_lowest_ev": 0.846, "homo_ev": -1.493, "orbital_gap_ha": 0.1847, "e_tot_ha": -4195.409873, "species": ["Cs", "C", "C", "N", "N", "C", "S", "N", "N", "H", "H", "H", "H", "H", "H", "C", "Si", "C", "C", "C", "Si", "C", "C", "C", "Si", "C", "C", "C", "C", "C", "C", "C", "N", "H", "H", "H", "H", "H", "H", "H", "H", "H", "H", "H", "H", "H", "H", "H", "H", "H", "H", "H", "H", "H", "H", "H", "H", "H", "H", "H", "H", "C", "C", "O", "P", "O", "Te", "O", "C", "C", "H", "H", "H", "H", "H", "H", "H", "H", "H", "H", "C", "O", "H", "H", "H", "H", "C", "Si", "C", "C", "C", "Si", "C", "C", "C", "H", "H", "H", "H", "H", "H", "H", "H", "H", "H", "H", "H", "H", "H", "H", "H", "H", "H", "H"], "positions_angstrom": [[-0.09714, 0.09071, -0.02814], [-0.23969, -3.02561, 5.90980], [-0.78225, -3.34145, 4.56765], [-0.85751, -4.51886, 4.03231], [-1.43282, -4.27957, 2.80793], [-1.70086, -2.98541, 2.56272], [-2.45325, -2.28529, 1.25232], [-1.27024, -2.38519, 3.71540], [-1.35815, -1.02786, 4.01964], [-0.22183, -3.93387, 6.50755], [-0.85441, -2.26310, 6.38661], [0.77379, -2.63112, 5.82563], [-1.50989, -5.01213, 2.12486], [-0.57117, -0.54841, 3.58490], [-2.20085, -0.66810, 3.56771], [1.09123, -4.99795, -3.80837], [0.40521, -3.75353, -2.53792], [-0.99728, -4.72942, -1.71850], [1.75207, -3.67925, -1.21713], [-0.08539, -2.16582, -3.22330], [-1.76416, -2.01287, -3.85180], [-2.08826, -0.44489, -4.86441], [-3.10771, -1.98034, -2.52544], [-2.29926, -3.40594, -5.03578], [1.17724, -1.31260, -4.15245], [1.38394, -1.85423, -5.96844], [2.92361, -1.40423, -3.44094], [0.89538, 0.58101, -4.28581], [1.17269, 1.33383, -5.43131], [0.97563, 2.70458, -5.42696], [0.51689, 3.31343, -4.26926], [0.28329, 2.51236, -3.16128], [0.45916, 1.19078, -3.16718], [1.31196, -5.96534, -3.34225], [2.01635, -4.62506, -4.26494], [0.36830, -5.15938, -4.61600], [-0.59764, -5.66108, -1.30024], [-1.78046, -4.99266, -2.43833], [-1.46585, -4.15985, -0.91085], [1.87792, -4.66291, -0.74993], [1.50380, -2.96412, -0.42752], [2.71886, -3.37862, -1.62675], [-1.92311, 0.45737, -4.26978], [-3.12581, -0.44018, -5.21704], [-1.43505, -0.38349, -5.74147], [-3.02952, -1.07621, -1.90995], [-3.02356, -2.83351, -1.84865], [-4.10889, -1.99704, -2.97152], [-1.59740, -3.47671, -5.87400], [-3.30592, -3.24069, -5.43791], [-2.29339, -4.37410, -4.52228], [1.31507, -2.94531, -6.01244], [2.34532, -1.55348, -6.40116], [0.58132, -1.45218, -6.59787], [3.35238, -2.40156, -3.58652], [2.92676, -1.18564, -2.36900], [3.57651, -0.67840, -3.93653], [1.53330, 0.83579, -6.32394], [1.17748, 3.29504, -6.31422], [0.35301, 4.38267, -4.21874], [-0.04288, 2.94389, -2.21833], [-3.48139, 2.83916, -1.16098], [-3.39228, 3.60210, 0.14442], [-2.20786, 3.21950, 0.83983], [-2.09516, 2.29541, 2.16365], [-0.84789, 1.49106, 1.95230], [-4.16631, 1.28866, 2.66145], [-1.67451, 3.38125, 3.29090], [-2.57691, 4.24518, 3.96714], [-2.47075, 5.64898, 3.40072], [-4.32400, 3.19994, -1.75508], [-3.62737, 1.77565, -0.96256], [-2.56435, 2.95978, -1.74007], [-4.27199, 3.40775, 0.75853], [-3.32538, 4.67856, -0.03182], [-2.29928, 4.23201, 5.02241], [-3.59837, 3.86983, 3.88885], [-1.45827, 6.03862, 3.51806], [-3.16778, 6.31582, 3.91525], [-2.71155, 5.64717, 2.33620], [1.13662, 4.59801, 0.51351], [0.70029, 3.32449, 0.08983], [1.79363, 4.53476, 1.38599], [0.29255, 5.25469, 0.75499], [1.70089, 5.04100, -0.30744], [0.23646, 2.90450, 0.83031], [3.68286, 2.31810, 2.10365], [4.10603, 0.97091, 0.83461], [6.00930, 0.88035, 0.92795], [3.80294, 1.69463, -0.89217], [3.17048, -0.52304, 1.11202], [3.09476, -1.38537, 2.66532], [2.00820, -2.93258, 2.55230], [2.38367, -0.31622, 4.06726], [4.71114, -2.04182, 3.43577], [4.03261, 3.30503, 1.78087], [4.15002, 2.09781, 3.07056], [2.60073, 2.36638, 2.26338], [6.47874, 1.85539, 0.74565], [6.39040, 0.17374, 0.18239], [6.33282, 0.52339, 1.91226], [4.02502, 2.76760, -0.92716], [2.76334, 1.56065, -1.20689], [4.43826, 1.19743, -1.63413], [3.25389, -1.21984, 0.26458], [1.06595, -2.71469, 2.03649], [1.77720, -3.35334, 3.53576], [2.51331, -3.71145, 1.97242], [1.49921, 0.23871, 3.73665], [3.11830, 0.42964, 4.38914], [2.11775, -0.91622, 4.94407], [5.18435, -2.76366, 2.76097], [4.55812, -2.52676, 4.40816], [5.41884, -1.21583, 3.57432]]}

***

2.
{"formula": "C29H67O22P3", "method": "ωB97M-V/def2-TZVPD", "e_above_lowest_ev": 23.824, "homo_ev": -8.799, "orbital_gap_ha": 0.3351, "e_tot_ha": -3823.977510, "species": ["C", "O", "P", "O", "O", "C", "O", "C", "H", "H", "H", "H", "H", "H", "H", "H", "H", "C", "O", "P", "O", "O", "C", "O", "C", "H", "H", "H", "H", "H", "H", "H", "H", "H", "C", "O", "P", "O", "O", "C", "O", "C", "H", "H", "H", "H", "H", "H", "H", "H", "H", "O", "C", "O", "C", "C", "C", "H", "H", "H", "H", "H", "H", "H", "H", "O", "C", "O", "C", "C", "C", "H", "H", "H", "H", "H", "H", "H", "H", "O", "C", "O", "C", "C", "C", "H", "H", "H", "H", "H", "H", "H", "H", "O", "C", "O", "C", "C", "C", "H", "H", "H", "H", "H", "H", "H", "H", "O", "C", "O", "C", "C", "C", "H", "H", "H", "H", "H", "H", "H", "H"], "positions_angstrom": [[-5.36272, -1.01571, -0.98679], [-4.23043, -1.87432, -1.32330], [-2.73323, -1.18948, -1.39880], [-2.73359, 0.25656, -1.77267], [-2.01561, -1.61794, 0.04297], [-1.93277, -3.01719, 0.39684], [-1.95255, -2.02812, -2.51760], [-0.56491, -1.84621, -2.72023], [-6.08700, -1.47812, -0.31621], [-5.92587, -0.65985, -1.84953], [-5.06212, -0.12913, -0.42847], [-2.06487, -3.77546, -0.37496], [-2.61913, -3.16574, 1.23046], [-0.89992, -3.14178, 0.72211], [-0.35498, -0.89189, -3.20324], [-0.12367, -2.67599, -3.27240], [0.01680, -1.84492, -1.79844], [7.44411, 0.29620, 3.33843], [6.48010, -0.69360, 3.07310], [5.46499, -0.59653, 1.82022], [4.52800, 0.61563, 1.77895], [4.69825, -2.03399, 1.78459], [3.30000, -2.04744, 1.32237], [6.51208, -0.63982, 0.57830], [6.10034, -0.58638, -0.78261], [8.40614, -0.19849, 3.47216], [7.20893, 0.86038, 4.24091], [7.64440, 0.97189, 2.50690], [2.68026, -2.68016, 1.95772], [3.11723, -2.39414, 0.30527], [2.82542, -1.07122, 1.42159], [6.48776, -1.45206, -1.31983], [6.45713, 0.32746, -1.25771], [5.01768, -0.68864, -0.85669], [-4.00162, 2.23379, -2.04697], [-4.97571, 1.29713, -1.98265], [-5.89323, 0.91449, -3.24708], [-5.13548, 0.22624, -4.34533], [-6.58688, 2.28815, -3.66932], [-7.50730, 3.00163, -2.86622], [-7.21681, 0.10766, -2.64371], [-7.94358, -0.88070, -3.37444], [-2.97991, 1.90835, -1.85129], [-4.25151, 3.07247, -1.39715], [-3.87991, 2.74790, -3.00037], [-7.61086, 2.46647, -1.92229], [-8.43685, 3.14875, -3.41611], [-7.10296, 3.99607, -2.67729], [-7.76650, -1.85047, -2.90937], [-7.59456, -1.00014, -4.40012], [-8.99211, -0.59623, -3.46251], [2.89546, 1.01541, -2.91714], [1.75155, 0.73758, -3.24728], [1.24841, -0.47813, -3.44669], [2.05630, -1.64841, -3.33997], [2.32911, -2.09734, -1.85727], [0.69269, 1.74479, -3.05705], [2.99128, -1.42824, -3.85518], [1.54990, -2.45936, -3.86344], [3.05646, -1.40170, -1.43877], [2.84386, -3.05666, -1.80415], [1.38965, -2.19338, -1.31295], [0.90188, 2.53594, -3.77707], [0.72278, 2.07160, -2.01764], [-0.29293, 1.32512, -3.25838], [-0.05743, -1.40555, 3.35595], [-0.89675, -2.22769, 3.71360], [-1.29864, -2.48179, 4.96926], [-0.73474, -1.85514, 6.15225], [0.31622, -2.77110, 6.68386], [-1.55448, -3.07106, 2.62905], [-1.53428, -1.58264, 6.84116], [-0.20425, -0.93731, 5.89873], [1.09362, -2.79299, 5.92013], [-0.06109, -3.77081, 6.89913], [0.81644, -2.34201, 7.55204], [-1.45022, -2.64899, 1.62951], [-2.62858, -3.08867, 2.81375], [-1.16651, -4.08952, 2.61086], [5.94751, 3.35482, -2.41337], [5.86026, 3.04281, -1.25112], [4.90158, 2.42084, -0.62539], [3.90591, 1.62271, -1.30949], [2.87686, 1.01128, -0.39063], [6.89991, 3.37923, -0.26950], [4.35262, 0.80435, -1.87416], [3.32783, 2.16076, -2.06076], [2.49845, 1.66172, 0.39794], [3.43794, 0.22623, 0.11630], [2.00118, 0.59605, -0.88949], [6.45140, 4.11557, 0.39739], [7.72704, 3.72966, -0.88687], [7.16854, 2.40993, 0.15047], [-2.96890, 0.54729, 3.50742], [-2.39058, 0.66638, 2.43079], [-1.65547, 1.66466, 1.96195], [-1.56552, 2.90831, 2.64161], [-0.65528, 3.87098, 1.83946], [-2.49549, -0.44171, 1.41409], [-1.15166, 2.80095, 3.64426], [-2.58266, 3.22971, 2.86568], [-1.04212, 3.97888, 0.82614], [0.36363, 3.48379, 1.83870], [-0.76983, 4.84709, 2.31083], [-3.51412, -0.76886, 1.20560], [-1.93245, -1.29451, 1.79333], [-2.01637, -0.17770, 0.47132], [0.74236, 2.28811, -0.10853], [-0.14820, 1.52827, -0.51032], [-0.06260, 0.18287, -0.35493], [1.06576, -0.37744, 0.32812], [0.68496, -1.77372, 0.89555], [-1.44114, 1.97483, -1.24718], [1.21037, 0.23536, 1.21787], [1.98834, -0.34343, -0.25134], [0.28457, -2.46553, 0.15448], [-0.13317, -1.61131, 1.59724], [1.48680, -2.33156, 1.37924], [-1.77446, 2.87488, -0.73054], [-2.23954, 1.28497, -0.97380], [-1.27044, 2.10517, -2.31581]]}

***

3.
{"formula": "C29H68BNO26P6", "method": "ωB97M-V/def2-TZVPD", "homo_ev": -8.149, "orbital_gap_ha": 0.2015, "e_tot_ha": -5229.238124, "species": ["C", "C", "O", "O", "C", "C", "C", "P", "C", "C", "C", "O", "N", "C", "C", "C", "C", "C", "C", "O", "B", "O", "O", "H", "H", "H", "H", "H", "H", "H", "H", "H", "H", "H", "H", "H", "H", "H", "H", "H", "H", "H", "H", "H", "H", "H", "C", "O", "P", "O", "O", "C", "O", "C", "H", "H", "H", "H", "H", "H", "H", "H", "H", "C", "O", "P", "O", "O", "C", "O", "C", "H", "H", "H", "H", "H", "H", "H", "H", "H", "C", "O", "P", "O", "O", "C", "O", "C", "H", "H", "H", "H", "H", "H", "H", "H", "H", "C", "O", "P", "O", "O", "C", "O", "C", "H", "H", "H", "H", "H", "H", "H", "H", "H", "C", "O", "P", "O", "O", "C", "O", "C", "H", "H", "H", "H", "H", "H", "H", "H", "H"], "positions_angstrom": [[0.25606, -4.04105, -3.04894], [1.15949, -3.62042, -4.30357], [0.92365, -4.08500, -5.44619], [2.21130, -2.67852, -4.02978], [1.71508, -1.37216, -4.42531], [1.01514, -0.55214, -3.21108], [1.23995, 1.02842, -3.39703], [-0.27762, 1.98566, -3.99628], [-0.37022, 1.06747, -5.66755], [-1.61972, 0.04612, -5.60451], [-1.78424, -0.86529, -6.90399], [-1.54383, -0.46251, -8.07642], [-2.30053, -2.27410, -6.75357], [-3.41311, -2.13026, -5.76431], [-3.24314, -2.78261, -4.35567], [-4.40011, -2.57876, -3.34155], [-5.61600, -1.73823, -3.78073], [-5.78187, -1.10462, -5.18050], [-4.63966, -1.30414, -6.20887], [-0.17630, 2.99418, -2.54064], [-1.45275, 2.99723, -1.87567], [-2.44747, 3.98701, -2.22039], [-1.66388, 1.94665, -0.88611], [-0.45713, -4.87546, -3.39032], [-0.38585, -3.12942, -2.77626], [0.86441, -4.31724, -2.12664], [2.59108, -0.70607, -4.77394], [0.99095, -1.49228, -5.29877], [1.60932, -0.86057, -2.26845], [-0.06204, -0.86609, -3.01484], [1.49275, 1.44404, -2.35100], [2.13591, 1.27931, -4.05972], [-0.02390, 3.20447, -4.74213], [-1.64671, 1.71166, -3.67268], [-0.66160, 1.86336, -6.45537], [0.60489, 0.59002, -6.01245], [-1.50199, -0.54759, -4.62646], [-2.58146, 0.67713, -5.49182], [-1.53339, -2.84690, -6.35898], [-2.28304, -3.36846, -4.11900], [-4.28614, -3.06041, -2.30538], [-6.44937, -1.57344, -3.02095], [-6.66863, -0.47193, -5.51564], [-4.63377, -0.87992, -7.26991], [-3.20350, 3.55128, -2.68124], [-2.51186, 1.52868, -1.18123], [-0.20221, -0.18709, 2.83372], [-0.35890, -1.29289, 1.94136], [1.14107, -2.02644, 1.51917], [0.69242, -2.12831, 0.06639], [0.76381, -3.41379, 2.31647], [-0.48842, -3.61813, 2.95079], [2.66541, -2.71588, 1.12595], [3.61546, -1.74648, 0.69730], [-1.18575, 0.22484, 3.05504], [0.26523, -0.51614, 3.76678], [0.41283, 0.58771, 2.36876], [-1.31639, -3.51067, 2.24188], [-0.61255, -2.92653, 3.78582], [-0.52038, -4.63142, 3.35334], [3.78537, -1.01854, 1.49646], [3.25035, -1.23309, -0.19611], [4.55104, -2.24762, 0.46574], [-5.57474, -3.43057, 7.53136], [-4.15245, -3.45903, 7.40451], [-3.49991, -1.95232, 6.88067], [-2.54876, -2.64593, 5.91400], [-2.75221, -1.70751, 8.32579], [-2.75490, -2.67090, 9.36488], [-2.97684, -0.38634, 6.41006], [-3.68361, 0.12158, 5.27994], [-5.91548, -4.41027, 7.86339], [-5.87466, -2.67923, 8.26885], [-6.03426, -3.20094, 6.56637], [-2.32852, -3.62167, 9.02824], [-3.76707, -2.82293, 9.74507], [-2.14347, -2.30115, 10.18916], [-4.75102, 0.19548, 5.50926], [-3.53828, -0.53445, 4.41816], [-3.30183, 1.11161, 5.04640], [-10.64960, -5.33213, -1.78436], [-9.31110, -4.88086, -1.99786], [-8.55212, -4.33653, -0.54987], [-7.95530, -3.12861, -1.26041], [-7.48191, -5.58581, -0.57203], [-7.41662, -6.52264, -1.63381], [-7.89671, -3.87754, 0.96909], [-8.73832, -2.98091, 1.69122], [-11.06419, -5.65859, -2.73703], [-10.65892, -6.17317, -1.08378], [-11.26266, -4.51835, -1.38836], [-7.23168, -6.02658, -2.59243], [-8.33435, -7.11207, -1.68288], [-6.59089, -7.21031, -1.44610], [-9.70536, -3.45351, 1.88870], [-8.88912, -2.06225, 1.11946], [-8.26117, -2.74096, 2.63732], [5.40615, 5.65211, 3.09940], [5.33489, 4.51106, 3.95744], [4.87309, 3.07790, 3.12113], [3.92781, 2.66809, 4.24387], [6.34817, 2.38601, 3.34729], [7.36932, 2.99100, 4.12224], [4.44749, 1.72478, 2.15291], [3.30254, 1.96225, 1.33787], [5.70177, 6.51693, 3.69145], [6.14896, 5.48672, 2.31276], [4.42886, 5.84447, 2.64822], [7.03122, 3.18445, 5.14580], [7.70937, 3.91669, 3.65385], [8.22197, 2.31227, 4.17210], [3.49696, 2.79770, 0.65850], [2.43592, 2.19201, 1.96276], [3.09748, 1.06905, 0.75389], [10.19724, 9.21373, -0.08405], [10.13973, 8.08891, 0.79499], [9.65927, 6.64092, -0.00605], [8.73525, 6.25542, 1.14242], [11.14068, 5.95947, 0.21241], [12.17164, 6.58488, 0.95685], [9.22611, 5.26326, -0.93389], [8.06664, 5.47358, -1.73764], [10.50524, 10.08818, 0.48739], [10.92452, 9.03432, -0.88219], [9.21277, 9.40119, -0.52056], [11.84947, 6.80042, 1.98099], [12.50086, 7.50094, 0.46241], [13.02738, 5.91033, 1.00834], [8.24399, 6.29165, -2.44230], [7.20823, 5.71364, -1.10573], [7.85947, 4.56434, -2.29486]]}

***

Listing M for the structures above in their given order: 1013.86; 860.75; 1043.50 g/mol.